45
Properties=species:S:1:pos:R:3 method="wB97M-V/def2-TZVPD" energy_ha=-1822.5468 charge=-1
C 2.59607 -2.69618 2.08536
C 1.06790 -2.39212 2.49321
C 0.10451 -2.35249 1.19887
C -0.87580 -1.11722 1.38421
Si -1.21391 -0.13331 -0.24504
C -2.76380 0.94756 0.17364
C -2.44510 2.02668 1.28063
N -2.35226 3.28069 0.96359
C 0.17195 1.11009 -0.66166
C 1.56269 0.83980 0.07101
C 2.81644 0.76460 -0.90555
O 3.96397 1.38674 -0.28660
C 4.50791 0.56022 0.74295
O -1.71209 -1.13837 -1.54859
Si -0.42640 -1.71809 -2.52411
H 2.91032 -3.72807 2.39403
H 2.77317 -2.60808 0.97828
H 3.30346 -1.95709 2.57221
H 1.10008 -1.40564 3.02976
H 0.77029 -3.19719 3.21489
H 0.79903 -2.28106 0.32276
H -0.48027 -3.31713 1.23291
H -1.89340 -1.51103 1.68546
H -0.56989 -0.37898 2.17251
H -2.96920 1.53326 -0.77081
H -3.65904 0.30960 0.41733
H -2.28053 1.75361 2.35872
H -2.51618 3.39968 -0.04435
H -0.17130 2.12967 -0.30053
H 0.35341 1.24941 -1.77020
H 1.77117 1.70724 0.77052
H 1.58421 -0.08216 0.71252
H 3.00870 -0.33891 -1.09074
H 2.60532 1.33741 -1.84388
H 4.20499 0.88700 1.78630
H 5.63509 0.68616 0.71680
H 4.27153 -0.53441 0.59810
H 0.85295 -1.25691 -1.98014
H -0.62545 -1.26750 -3.91943
H -0.45554 -3.20004 -2.56075
F -3.40246 3.10072 -2.81484
Al -5.06706 2.54110 -2.98276
F -6.07105 3.84971 -3.59548
F -5.66547 2.02678 -1.40895
F -5.11897 1.18424 -4.10215